Entry from the Open Molecules 2025 dataset: a 16-piece molecular cluster, C48H96O48 overall at a distorted geometry (ωB97M-V/def2-TZVPD).

Last columns: bonded neighbours and bond lengths (Å).
Element x y z (Å)
1 C -1.14 0.05 -4.98  O2 1.424, H7 1.090, H8 1.090, H9 1.090
2 O -0.52 0.93 -5.91  C1 1.424, C3 1.373
3 C -1.14 2.14 -6.10  O2 1.373, O4 1.221, O5 1.341
4 O -2.08 2.50 -5.40  C3 1.221
5 O -0.48 2.86 -7.01  C3 1.341, C6 1.374
6 C -0.91 4.12 -7.38  O5 1.374, H10 1.090, H11 1.090, H12 1.090
7 H -0.47 -0.78 -4.76  C1 1.090
8 H -2.09 -0.27 -5.42  C1 1.090
9 H -1.44 0.55 -4.06  C1 1.090
10 H -0.03 4.59 -7.82  C6 1.090
11 H -1.28 4.64 -6.50  C6 1.090
12 H -1.68 4.16 -8.15  C6 1.090
13 C -4.48 1.92 4.90  O14 1.462, H19 1.090, H20 1.090, H21 1.090
14 O -3.08 2.24 4.62  C13 1.462, C15 1.357
15 C -2.43 1.32 3.87  O14 1.357, O16 1.232, O17 1.333
16 O -2.77 0.18 3.54  C15 1.232
17 O -1.17 1.73 3.74  C15 1.333, C18 1.426
18 C -0.13 0.85 3.32  O17 1.426, H22 1.090, H23 1.090, H24 1.090
19 H -4.90 2.57 5.67  C13 1.090
20 H -4.63 0.94 5.35  C13 1.090
21 H -5.03 2.11 3.98  C13 1.090
22 H 0.63 1.59 3.09  C18 1.090
23 H -0.42 0.30 2.43  C18 1.090
24 H 0.02 0.20 4.19  C18 1.090
25 C 7.58 4.77 -0.48  O26 1.412, H31 1.090, H32 1.090, H33 1.090
26 O 6.55 3.80 -0.44  C25 1.412, C27 1.381
27 C 5.63 3.94 0.58  O26 1.381, O28 1.231, O29 1.329
28 O 5.68 4.74 1.51  C27 1.231
29 O 4.52 3.30 0.24  C27 1.329, C30 1.427
30 C 3.41 3.04 1.11  O29 1.427, H34 1.090, H35 1.090, H36 1.090
31 H 8.14 4.79 0.45  C25 1.090
32 H 7.19 5.78 -0.61  C25 1.090
33 H 8.21 4.44 -1.30  C25 1.090
34 H 3.07 3.92 1.67  C30 1.090
35 H 3.64 2.23 1.80  C30 1.090
36 H 2.52 2.66 0.61  C30 1.090
37 C 5.16 -0.92 -1.38  O38 1.470, H43 1.090, H44 1.090, H45 1.090
38 O 5.84 -2.20 -1.17  C37 1.470, C39 1.263
39 C 5.25 -3.24 -0.76  O38 1.263, O40 1.224, O41 1.382
40 O 4.06 -3.29 -0.45  C39 1.224
41 O 6.23 -4.17 -0.48  C39 1.382, C42 1.423
42 C 5.88 -5.32 0.28  O41 1.423, H46 1.090, H47 1.090, H48 1.090
43 H 5.89 -0.27 -1.87  C37 1.090
44 H 4.72 -0.46 -0.49  C37 1.090
45 H 4.30 -1.07 -2.04  C37 1.090
46 H 6.79 -5.91 0.44  C42 1.090
47 H 5.06 -5.91 -0.12  C42 1.090
48 H 5.48 -5.09 1.26  C42 1.090
49 C -0.98 -8.53 -2.88  O50 1.427, H55 1.090, H56 1.090, H57 1.090
50 O -0.13 -8.16 -3.97  C49 1.427, C51 1.372
51 C -0.14 -8.91 -5.12  O50 1.372, O52 1.254, O53 1.409
52 O -1.10 -9.66 -5.43  C51 1.254
53 O 1.04 -8.69 -5.85  C51 1.409, C54 1.420
54 C 1.26 -9.46 -7.02  O53 1.420, H58 1.090, H59 1.090, H60 1.090
55 H -0.80 -7.86 -2.03  C49 1.090
56 H -0.98 -9.56 -2.52  C49 1.090
57 H -2.00 -8.48 -3.24  C49 1.090
58 H 0.86 -8.85 -7.84  C54 1.090
59 H 0.78 -10.44 -6.99  C54 1.090
60 H 2.33 -9.62 -7.06  C54 1.090
61 C 2.14 3.58 -3.76  O62 1.436, H67 1.090, H68 1.090, H69 1.090
62 O 1.00 4.43 -3.99  C61 1.436, C63 1.334
63 C 0.87 5.61 -3.39  O62 1.334, O64 1.244, O65 1.351
64 O 1.61 6.21 -2.58  C63 1.244
65 O -0.28 6.14 -3.86  C63 1.351, C66 1.382
66 C -0.73 7.37 -3.43  O65 1.382, H70 1.090, H71 1.090, H72 1.090
67 H 3.09 4.11 -3.64  C61 1.090
68 H 2.24 2.86 -4.57  C61 1.090
69 H 1.99 2.98 -2.86  C61 1.090
70 H -0.14 8.03 -4.06  C66 1.090
71 H -0.50 7.57 -2.38  C66 1.090
72 H -1.81 7.45 -3.54  C66 1.090
73 C -1.00 -6.21 -7.68  O74 1.426, H79 1.090, H80 1.090, H81 1.090
74 O 0.34 -5.96 -7.27  C73 1.426, C75 1.363
75 C 0.60 -4.83 -6.55  O74 1.363, O76 1.238, O77 1.345
76 O -0.03 -3.77 -6.45  C75 1.238
77 O 1.78 -5.05 -5.95  C75 1.345, C78 1.473
78 C 2.50 -3.93 -5.32  O77 1.473, H82 1.090, H83 1.090, H84 1.090
79 H -1.36 -5.38 -8.30  C73 1.090
80 H -1.65 -6.43 -6.84  C73 1.090
81 H -0.84 -7.13 -8.23  C73 1.090
82 H 3.30 -4.31 -4.68  C78 1.090
83 H 1.92 -3.30 -4.65  C78 1.090
84 H 2.98 -3.29 -6.05  C78 1.090
85 C 3.00 -1.97 2.13  O86 1.447, H91 1.090, H92 1.090, H93 1.090
86 O 1.74 -2.26 2.78  C85 1.447, C87 1.401
87 C 1.69 -2.41 4.18  O86 1.401, O88 1.264, O89 1.447
88 O 2.62 -2.11 4.98  C87 1.264
89 O 0.37 -2.86 4.56  C87 1.447, C90 1.472
90 C 0.21 -3.61 5.82  O89 1.472, H94 1.090, H95 1.090, H96 1.090
91 H 3.87 -2.61 2.29  C85 1.090
92 H 3.29 -0.93 2.26  C85 1.090
93 H 2.94 -1.96 1.04  C85 1.090
94 H -0.81 -3.91 6.03  C90 1.090
95 H 0.55 -3.04 6.68  C90 1.090
96 H 0.75 -4.55 5.96  C90 1.090
97 C 0.63 -2.22 -0.86  O98 1.388, H103 1.090, H104 1.090, H105 1.090
98 O -0.13 -1.07 -0.97  C97 1.388, C99 1.325
99 C 0.36 0.16 -1.14  O98 1.325, O100 1.243, O101 1.359
100 O 1.55 0.49 -1.17  C99 1.243
101 O -0.64 1.03 -0.85  C99 1.359, C102 1.425
102 C -0.51 2.45 -0.73  O101 1.425, H106 1.090, H107 1.090, H108 1.090
103 H 1.05 -2.27 0.15  C97 1.090
104 H 1.45 -2.05 -1.55  C97 1.090
105 H 0.01 -3.07 -1.16  C97 1.090
106 H 0.48 2.73 -0.38  C102 1.090
107 H -1.22 3.01 -0.13  C102 1.090
108 H -0.64 2.97 -1.68  C102 1.090
109 C 2.22 -5.91 1.13  O110 1.402, H115 1.090, H116 1.090, H117 1.090
110 O 2.58 -6.49 -0.09  C109 1.402, C111 1.307
111 C 2.27 -7.73 -0.32  O110 1.307, O112 1.196, O113 1.332
112 O 1.77 -8.46 0.49  C111 1.196
113 O 2.68 -8.13 -1.53  C111 1.332, C114 1.392
114 C 2.36 -9.39 -2.03  O113 1.392, H118 1.090, H119 1.090, H120 1.090
115 H 2.78 -6.23 2.01  C109 1.090
116 H 1.16 -6.05 1.36  C109 1.090
117 H 2.32 -4.83 0.99  C109 1.090
118 H 2.27 -9.13 -3.08  C114 1.090
119 H 1.35 -9.69 -1.75  C114 1.090
120 H 3.15 -10.13 -1.93  C114 1.090
121 C -3.50 4.82 -2.38  O122 1.410, H127 1.090, H128 1.090, H129 1.090
122 O -4.10 5.52 -1.32  C121 1.410, C123 1.318
123 C -3.71 6.70 -0.88  O122 1.318, O124 1.226, O125 1.337
124 O -2.72 7.32 -1.25  C123 1.226
125 O -4.34 6.88 0.29  C123 1.337, C126 1.351
126 C -4.15 8.00 1.01  O125 1.351, H130 1.090, H131 1.090, H132 1.090
127 H -3.84 3.78 -2.39  C121 1.090
128 H -2.44 4.83 -2.12  C121 1.090
129 H -3.68 5.03 -3.44  C121 1.090
130 H -3.64 8.83 0.52  C126 1.090
131 H -3.68 7.84 1.98  C126 1.090
132 H -5.12 8.37 1.33  C126 1.090
133 C -5.96 4.54 2.33  O134 1.436, H139 1.090, H140 1.090, H141 1.090
134 O -5.16 5.32 3.24  C133 1.436, C135 1.338
135 C -5.66 5.57 4.46  O134 1.338, O136 1.224, O137 1.330
136 O -6.71 5.14 4.91  C135 1.224
137 O -4.78 6.41 4.99  C135 1.330, C138 1.455
138 C -4.96 7.20 6.20  O137 1.455, H142 1.090, H143 1.090, H144 1.090
139 H -6.05 3.57 2.81  C133 1.090
140 H -5.73 4.58 1.27  C133 1.090
141 H -6.98 4.92 2.34  C133 1.090
142 H -5.91 7.73 6.09  C138 1.090
143 H -4.08 7.83 6.11  C138 1.090
144 H -5.08 6.60 7.11  C138 1.090
145 C -5.08 1.33 -2.50  O146 1.425, H151 1.090, H152 1.090, H153 1.090
146 O -4.04 0.42 -2.16  C145 1.425, C147 1.352
147 C -4.05 -0.16 -0.94  O146 1.352, O148 1.249, O149 1.379
148 O -4.97 -0.01 -0.11  C147 1.249
149 O -2.92 -0.92 -0.69  C147 1.379, C150 1.450
150 C -2.66 -1.41 0.64  O149 1.450, H154 1.090, H155 1.090, H156 1.090
151 H -4.70 1.79 -3.42  C145 1.090
152 H -5.31 2.00 -1.67  C145 1.090
153 H -5.96 0.71 -2.69  C145 1.090
154 H -1.90 -2.19 0.75  C150 1.090
155 H -3.55 -1.72 1.18  C150 1.090
156 H -2.21 -0.59 1.20  C150 1.090
157 C -1.34 -5.04 2.33  O158 1.480, H163 1.090, H164 1.090, H165 1.090
158 O -0.75 -5.55 3.59  C157 1.480, C159 1.355
159 C -0.79 -6.86 3.92  O158 1.355, O160 1.237, O161 1.251
160 O -1.20 -7.78 3.20  C159 1.237
161 O -0.36 -6.95 5.09  C159 1.251, C162 1.503
162 C -0.53 -8.33 5.66  O161 1.503, H166 1.090, H167 1.090, H168 1.090
163 H -1.72 -5.82 1.67  C157 1.090
164 H -0.47 -4.51 1.94  C157 1.090
165 H -2.21 -4.41 2.45  C157 1.090
166 H 0.00 -8.38 6.61  C162 1.090
167 H -0.22 -9.17 5.03  C162 1.090
168 H -1.59 -8.56 5.77  C162 1.090
169 C 1.86 0.96 6.88  O170 1.418, H175 1.090, H176 1.090, H177 1.090
170 O 1.36 2.24 6.50  C169 1.418, C171 1.354
171 C 1.93 2.88 5.46  O170 1.354, O172 1.216, O173 1.327
172 O 2.84 2.41 4.80  C171 1.216
173 O 1.35 4.07 5.37  C171 1.327, C174 1.408
174 C 1.84 4.98 4.40  O173 1.408, H178 1.090, H179 1.090, H180 1.090
175 H 1.31 0.61 7.75  C169 1.090
176 H 2.92 0.99 7.13  C169 1.090
177 H 1.76 0.18 6.12  C169 1.090
178 H 0.92 5.40 3.97  C174 1.090
179 H 2.35 4.42 3.62  C174 1.090
180 H 2.49 5.76 4.79  C174 1.090
181 C -1.89 5.01 3.99  O182 1.379, H187 1.090, H188 1.090, H189 1.090
182 O -1.32 6.01 3.23  C181 1.379, C183 1.260
183 C -0.99 5.97 2.01  O182 1.260, O184 1.192, O185 1.413
184 O -1.33 5.20 1.17  C183 1.192
185 O -0.24 7.14 1.73  C183 1.413, C186 1.415
186 C 0.52 7.16 0.54  O185 1.415, H190 1.090, H191 1.090, H192 1.090
187 H -2.75 4.65 3.43  C181 1.090
188 H -2.35 5.47 4.86  C181 1.090
189 H -1.21 4.24 4.34  C181 1.090
190 H 0.00 7.29 -0.41  C186 1.090
191 H 1.19 6.30 0.57  C186 1.090
192 H 1.17 8.03 0.64  C186 1.090

For the total energy, the calculation gives -149605.272 eV. The calculation puts the lowest unoccupied orbital energy at 0.43 eV. The max |F| is 5.87 eV/Å. The value obtained for the relative energy (zero: lowest compared OMol25 entry of this formula, charge and spin) is 635.0 kJ/mol. For the frontier orbital gap, the calculation gives 10.8 eV. The HOMO energy is -10.391 eV.

Atomic partial charges in e from the Löwdin method, atoms 1 to 6: C -0.040; O -0.016; C -0.537; O 0.098; O 0.001; C -0.070